Entry 1:
A structure of composition C3H10N3O7Sn2, computed with the ωB97M-V functional and the def2-TZVPD basis.

Results
- Molar mass: 437.549 g mol⁻¹
- Total energy: -33690.800 eV
- Charge: +3
- LUMO: -0.5077 Ha
- Maximum force: 8.893 eV Å⁻¹
- Energy relative to the best compared isomer or geometry (same formula, charge and spin): 394.4 kJ/mol
- Gap between HOMO and LUMO: 0.3196 hartree

Last column: natural (NBO) charge in e.
Element x y z (Å)
Sn 8.67 19.99 -16.19  1.672
Sn 6.64 22.71 -16.23  1.772
O 7.23 21.04 -17.25  -1.424
H 7.08 20.50 -18.05  0.572
C 6.09 17.33 -17.46  -0.494
N 7.08 18.28 -18.13  0.542
O 7.69 19.10 -17.45  -0.619
O 7.27 18.18 -19.37  -0.160
H 5.46 16.80 -18.18  0.313
H 5.45 17.81 -16.73  0.259
H 6.66 16.56 -16.94  0.310
C 8.21 20.40 -19.38  -0.542
N 9.62 19.88 -19.11  0.547
O 10.45 20.06 -19.97  -0.106
O 9.77 19.30 -18.02  -0.518
H 8.00 21.28 -18.77  0.241
H 7.57 19.55 -19.12  0.205
H 8.23 20.64 -20.44  0.308
C 5.05 20.10 -17.83  -0.505
N 4.23 21.16 -17.07  0.546
O 3.34 20.81 -16.34  -0.123
O 4.63 22.32 -17.18  -0.540
H 5.51 20.66 -18.65  0.228
H 4.39 19.28 -18.08  0.292
H 5.93 19.89 -17.22  0.225

Entry 2:
A structure of composition C24H46N3O9RuS3Si, computed with the ωB97M-V functional and the def2-TZVPD basis.

Results
- Molar mass: 746.001 g mol⁻¹
- Total energy: -91500.862 eV
- Charge: 0
- LUMO (alpha / beta): 0.0122 / -0.0589 Ha
- Maximum force: 0.929 eV Å⁻¹
- Energy relative to the best compared isomer or geometry (same formula, charge and spin): 111.5 kJ/mol
- 2S+1: 6
- Gap between HOMO and LUMO (alpha / beta): 0.2975 / 0.2409 hartree
- ⟨S²⟩: 8.76

Last column: Löwdin spin population.
Element x y z (Å)
Ru -0.48 1.57 0.59  3.410
C -3.19 2.35 2.61  0.004
C -3.09 0.85 2.36  0.008
N -2.56 0.54 1.03  0.070
C -3.46 0.76 -0.10  0.006
C -3.64 2.23 -0.51  0.004
N -2.46 3.08 -0.34  0.062
C -2.65 4.34 0.37  0.003
C -2.00 4.34 1.76  0.004
N -1.92 3.00 2.31  0.055
H -3.49 2.51 3.65  0.001
H -3.98 2.78 2.00  0.000
H -4.08 0.39 2.50  0.003
H -2.41 0.41 3.09  0.000
H -2.27 -0.43 1.01  0.001
H -4.46 0.34 0.12  0.001
H -3.04 0.21 -0.94  0.001
H -4.46 2.67 0.06  0.000
H -3.96 2.23 -1.55  0.001
H -2.01 3.22 -1.23  0.000
H -3.72 4.56 0.45  0.001
H -2.22 5.16 -0.21  0.000
H -2.55 5.03 2.41  0.001
H -0.97 4.71 1.70  0.000
H -1.35 3.02 3.14  0.001
C -1.33 -3.23 0.34  0.000
C 0.03 -2.53 0.39  0.001
C 0.40 -2.26 1.85  0.000
C 1.09 -3.39 -0.27  0.000
O -0.10 -1.25 -0.24  0.024
Si -0.09 -0.82 -1.83  0.033
S -0.50 1.22 -1.80  0.167
O 1.26 -1.29 -2.61  0.005
C 2.58 -0.74 -2.78  0.001
C 2.55 0.23 -3.96  0.002
C 3.48 -1.93 -3.09  0.000
C 3.04 -0.03 -1.52  0.004
O -1.30 -1.71 -2.50  0.006
C -1.58 -2.01 -3.88  0.000
C -0.72 -3.18 -4.32  0.000
C -3.06 -2.38 -3.91  0.000
C -1.33 -0.78 -4.75  0.002
H -1.31 -4.16 0.91  0.000
H -1.62 -3.45 -0.68  0.000
H -2.10 -2.58 0.78  0.000
H 0.61 -3.21 2.35  0.000
H -0.46 -1.80 2.34  0.000
H 1.30 -0.73 2.57  0.000
H 1.13 -4.36 0.22  0.000
H 2.07 -2.92 -0.19  0.000
H 0.87 -3.55 -1.33  0.000
H 2.24 -0.29 -4.87  0.000
H 3.54 0.66 -4.13  0.000
H 1.84 1.04 -3.76  0.002
H 3.12 -2.46 -3.97  0.000
H 3.49 -2.62 -2.25  0.000
H 4.50 -1.60 -3.28  0.000
H 2.45 0.87 -1.36  0.002
H 4.09 0.25 -1.59  0.000
H 2.92 -0.68 -0.65  0.001
H -0.91 -4.05 -3.68  0.000
H 0.33 -2.93 -4.25  0.000
H -0.96 -3.46 -5.35  0.000
H -3.24 -3.24 -3.26  0.000
H -3.37 -2.65 -4.92  0.000
H -3.67 -1.55 -3.57  0.000
H -0.28 -0.52 -4.76  0.001
H -1.90 0.07 -4.37  0.001
H -1.64 -0.98 -5.78  0.000
O 5.08 0.56 1.10  0.234
S 4.28 1.66 1.62  0.359
O 3.28 2.30 0.82  0.241
O 1.53 -1.42 1.93  0.003
C 3.66 1.12 3.24  0.097
C 4.67 0.43 3.93  0.020
C 4.50 0.03 5.24  0.001
C 3.32 0.35 5.89  0.013
C 2.33 1.03 5.22  0.005
C 2.46 1.43 3.89  0.019
S 0.89 2.07 3.29  0.013
O 0.40 2.87 4.38  0.007
O 0.99 2.79 2.03  0.051
O 0.11 0.83 3.04  0.042
H 5.59 0.21 3.41  0.001
H 5.29 -0.50 5.74  0.000
H 3.17 0.06 6.93  0.001
H 1.40 1.26 5.74  0.001

Entry 3:
A cluster of 2 separate species, C4H12N3O3P in total, computed with the ωB97M-V functional and the def2-TZVPD basis.

Results
- Molar mass: 181.132 g mol⁻¹
- Total energy: -24243.966 eV
- Charge: 0
- LUMO: 0.0231 Ha
- Maximum force: 3.809 eV Å⁻¹
- Energy relative to the best compared isomer or geometry (same formula, charge and spin): 0.0 kJ/mol
- Gap between HOMO and LUMO: 0.3477 hartree

Last column: natural (NBO) charge in e.
Element x y z (Å)
C -0.76 2.83 0.24  0.025
N -1.11 1.79 0.86  -0.450
C -1.55 0.61 0.29  0.554
N -2.54 0.06 0.98  -0.797
N -0.83 0.15 -0.67  -0.593
C -1.24 -0.98 -1.48  -0.428
H -0.51 3.61 0.87  0.181
H -0.89 2.86 -0.80  0.171
H -2.99 -0.71 0.51  0.392
H -3.05 0.58 1.65  0.411
H -2.14 -0.78 -1.98  0.188
H -0.42 -1.29 -2.26  0.212
H -1.41 -1.74 -0.84  0.174
C 1.63 -0.57 1.76  -0.257
O 2.42 -0.46 0.60  -0.827
P 2.62 1.06 -0.08  1.538
O 4.12 0.92 -0.59  -0.990
O 1.83 0.77 -1.53  -1.045
H 0.71 -1.03 1.52  0.177
H 1.50 0.24 2.39  0.187
H 2.18 -1.20 2.53  0.171
H 4.28 -0.01 -0.65  0.494
H 0.94 0.35 -1.20  0.513

Entry 4:
A structure of composition C7H20ClCrO7S2, computed with the ωB97M-V functional and the def2-TZVPD basis.

Results
- Molar mass: 367.813 g mol⁻¹
- Total energy: -84517.742 eV
- Charge: +1
- LUMO (alpha / beta): -0.3480 / -0.2943 Ha
- Maximum force: 3.376 eV Å⁻¹
- 2S+1: 5
- Gap between HOMO and LUMO (alpha / beta): 0.1317 / 0.1853 hartree
- ⟨S²⟩: 6.12

Last column: natural (NBO) charge in e.
Element x y z (Å)
Cr 0.93 -2.66 -3.36  1.543
Cl 0.86 -0.79 -1.78  -0.534
O -1.68 -0.43 3.17  -0.882
S -1.96 -1.74 2.60  2.329
O -2.24 -2.90 3.43  -0.912
O -3.24 -1.54 1.61  -0.717
C -3.95 -2.58 1.06  -0.065
C -4.74 -2.13 -0.17  -0.625
C -0.65 -2.18 1.39  -0.869
H -4.71 -2.90 1.77  0.193
H -3.29 -3.43 0.86  0.167
H -4.12 -2.22 -1.07  0.182
H -5.10 -1.11 -0.22  0.236
H -5.57 -2.82 -0.28  0.225
H -0.34 -1.26 0.89  0.242
H -1.10 -2.98 0.79  0.218
H 0.20 -2.46 2.01  0.274
O 1.25 -0.08 2.63  -0.914
S 1.75 1.14 2.02  2.309
O 2.34 2.21 2.83  -0.897
O 2.92 0.67 0.95  -0.709
C 3.52 1.70 0.18  -0.089
C 4.65 1.14 -0.66  -0.619
C 0.40 1.83 1.01  -0.874
H 3.85 2.51 0.84  0.208
H 2.78 2.20 -0.45  0.175
H 4.14 0.46 -1.35  0.185
H 5.46 0.60 -0.17  0.231
H 5.08 1.96 -1.23  0.229
H 0.77 2.81 0.69  0.255
H -0.49 1.87 1.64  0.284
H 0.10 1.28 0.12  0.222
C 0.34 2.48 -3.93  -0.259
O 0.72 2.37 -2.58  -0.720
H 0.03 3.50 -4.19  0.206
H 0.95 2.08 -4.74  0.159
H -0.62 1.97 -3.97  0.153
H 0.79 1.45 -2.34  0.458

Entry 5:
A structure of composition C12H10CdCl3GeN2O, computed with the ωB97M-V functional and the def2-TZVPD basis.

Results
- Molar mass: 489.606 g mol⁻¹
- Total energy: -116282.035 eV
- Charge: 0
- LUMO (alpha / beta): -0.0037 / -0.0886 Ha
- Maximum force: 0.595 eV Å⁻¹
- Energy relative to the best compared isomer or geometry (same formula, charge and spin): 35.9 kJ/mol
- 2S+1: 2
- Gap between HOMO and LUMO (alpha / beta): 0.3273 / 0.2425 hartree
- ⟨S²⟩: 0.75

Last column: natural (NBO) charge in e.
Element x y z (Å)
Cd -0.78 0.97 0.75  1.542
N 3.17 -0.64 0.93  -0.756
C 1.87 -0.49 1.10  0.711
O 1.14 -0.06 0.19  -0.731
C 1.25 -0.93 2.41  -0.586
C 0.28 0.07 2.93  -0.344
H 3.59 -0.19 0.12  0.438
H 3.77 -0.90 1.69  0.407
H 2.03 -1.11 3.17  0.241
H 0.76 -1.89 2.23  0.258
H 0.62 1.07 3.17  0.211
H -0.62 -0.26 3.43  0.211
N -10.09 -2.75 -0.20  -0.303
C -9.03 -2.33 -0.09  0.276
C -7.71 -1.80 0.03  -0.181
C -7.49 -0.42 -0.08  -0.146
C -6.22 0.08 0.05  -0.183
C -5.14 -0.77 0.29  -0.137
C -5.36 -2.14 0.39  -0.181
C -6.64 -2.66 0.27  -0.158
C -3.81 -0.25 0.42  0.018
C -2.69 0.19 0.53  -0.672
H -8.33 0.24 -0.26  0.230
H -6.04 1.15 -0.04  0.229
H -4.52 -2.80 0.57  0.224
H -6.81 -3.72 0.35  0.230
Cl 2.08 5.38 -1.15  -0.523
Ge 1.75 3.20 -1.28  0.931
Cl 3.41 2.53 0.15  -0.599
Cl -0.03 3.30 0.61  -0.657

Entry 6:
A cluster of 3 separate species, C11H26FN2O4S2 in total, computed with the ωB97M-V functional and the def2-TZVPD basis.

Results
- Molar mass: 333.471 g mol⁻¹
- Total energy: -47375.947 eV
- Charge: +1
- LUMO: -0.1152 Ha
- Maximum force: 0.537 eV Å⁻¹
- Energy relative to the best compared isomer or geometry (same formula, charge and spin): 0.0 kJ/mol
- Gap between HOMO and LUMO: 0.2549 hartree

Last column: natural (NBO) charge in e.
Element x y z (Å)
N 2.50 -1.84 1.23  -0.918
C 1.22 -1.55 0.67  0.690
O 0.45 -0.76 1.17  -0.515
C 0.93 -2.19 -0.67  -0.504
C 1.54 -3.59 -0.91  -0.429
C 3.01 -3.50 -1.32  -0.097
C 3.24 -3.90 -2.79  -0.093
O 4.61 -4.18 -3.07  -0.504
C 5.51 -3.52 -2.21  -0.091
C 5.35 -4.01 -0.75  -0.268
N 3.93 -4.46 -0.62  0.061
F 3.63 -4.67 0.71  -0.166
H 2.46 -2.71 1.77  0.390
H 2.74 -1.09 1.87  0.407
H -0.15 -2.21 -0.81  0.264
H 1.34 -1.49 -1.41  0.238
H 0.97 -4.03 -1.74  0.241
H 1.40 -4.23 -0.04  0.240
H 3.40 -2.51 -1.09  0.254
H 2.69 -4.83 -2.99  0.205
H 2.84 -3.12 -3.45  0.225
H 5.38 -2.43 -2.26  0.193
H 6.53 -3.74 -2.55  0.244
H 5.49 -3.19 -0.05  0.257
H 5.99 -4.86 -0.52  0.246
H 3.83 -5.38 -1.06  0.432
C -1.27 1.59 2.65  -0.831
S -1.69 3.30 2.29  1.252
O -1.07 4.13 3.34  -0.986
C -3.44 3.15 2.69  -0.832
H -0.20 1.48 2.50  0.237
H -1.52 1.37 3.69  0.228
H -1.80 0.93 1.97  0.228
H -3.54 2.81 3.73  0.228
H -3.91 2.44 2.01  0.239
H -3.89 4.13 2.58  0.237
C -6.12 5.95 0.87  -0.833
S -6.48 5.06 -0.65  1.256
O -5.66 3.82 -0.62  -0.994
C -5.64 6.21 -1.74  -0.831
H -6.53 5.37 1.69  0.240
H -5.04 6.05 0.98  0.228
H -6.60 6.93 0.84  0.232
H -4.59 6.29 -1.45  0.231
H -6.13 7.18 -1.69  0.230
H -5.71 5.82 -2.75  0.241

Entry 7:
The ion C9H12N5O with charge +1, computed with the ωB97M-V functional and the def2-TZVPD basis.

Results
- Molar mass: 206.229 g mol⁻¹
- Total energy: -19011.121 eV
- Charge: +1
- LUMO: -0.1808 Ha
- Maximum force: 5.368 eV Å⁻¹
- Energy relative to the best compared isomer or geometry (same formula, charge and spin): 676.5 kJ/mol
- Gap between HOMO and LUMO: 0.2682 hartree

Last column: natural (NBO) charge in e.
Element x y z (Å)
C -2.56 -2.74 -1.45  0.330
C 0.31 -0.73 -1.13  -0.059
C -0.68 -1.49 -1.47  0.609
C -0.86 -1.99 1.45  0.556
C 0.29 2.09 -3.26  -0.380
C 0.68 1.58 -2.10  -0.009
C 1.07 2.53 -1.02  -0.648
C -0.17 -2.25 3.79  -0.425
C 1.18 0.13 -1.95  -0.448
N 0.65 -0.53 0.23  -0.018
N 0.19 -1.06 1.26  -0.149
N -2.47 -2.79 -0.17  -0.200
N -1.39 -2.35 0.33  -0.260
N -0.95 -2.53 2.66  -0.503
O -1.60 -2.02 -2.10  -0.378
H -3.36 -3.35 -1.88  0.263
H 0.46 1.44 -4.18  0.208
H -0.14 3.11 -3.27  0.223
H 0.41 3.39 -0.99  0.235
H 1.08 1.98 0.03  0.215
H 2.18 2.73 -1.34  0.241
H -0.74 -2.11 4.63  0.221
H 0.48 -3.11 4.01  0.220
H 0.55 -1.40 3.52  0.251
H 1.19 -0.36 -2.92  0.231
H 2.18 -0.01 -1.42  0.254
H -1.70 -3.10 2.90  0.420

Entry 8:
A cluster of 2 separate species, C9H13N3 in total, computed with the ωB97M-V functional and the def2-TZVPD basis.

Results
- Molar mass: 163.224 g mol⁻¹
- Total energy: -13989.319 eV
- Charge: +2
- LUMO: -0.3694 Ha
- Maximum force: 5.792 eV Å⁻¹
- Energy relative to the best compared isomer or geometry (same formula, charge and spin): 806.2 kJ/mol
- Gap between HOMO and LUMO: 0.2530 hartree

Last column: natural (NBO) charge in e.
Element x y z (Å)
C 2.37 -0.81 -0.86  0.705
C -2.58 0.08 -0.30  0.126
C -0.57 1.33 -0.41  0.376
C 2.84 0.47 -0.54  -0.507
C -1.95 1.27 -0.80  -0.624
C -1.03 -1.53 -1.08  -0.333
C 1.58 0.88 0.35  -0.193
C 0.17 -1.06 -0.35  0.231
C 0.10 -2.00 1.64  -0.361
N -2.18 -1.08 -0.33  -0.342
N 1.38 -1.46 -0.89  -0.262
N 0.32 0.39 -0.17  -0.340
H -3.36 0.10 0.54  0.253
H -0.16 2.34 -0.35  0.243
H 3.62 0.37 0.10  0.300
H 3.06 1.18 -1.22  0.298
H -2.07 1.17 -1.93  0.350
H -2.40 2.30 -0.51  0.324
H -1.15 -1.11 -2.14  0.217
H -1.22 -2.54 -1.21  0.278
H 1.91 0.71 1.32  0.271
H 1.67 2.05 0.17  0.286
H 1.18 -2.26 1.62  0.210
H -0.60 -2.83 1.38  0.259
H -0.17 -1.20 2.36  0.233

Entry 9:
A cluster of 2 separate species, C2H3NO2 in total, computed with the ωB97M-V functional and the def2-TZVPD basis.

Results
- Molar mass: 73.051 g mol⁻¹
- Total energy: -7699.124 eV
- Charge: 0
- LUMO (alpha / beta): -0.0052 / -0.0011 Ha
- Maximum force: 4.248 eV Å⁻¹
- Energy relative to the best compared isomer or geometry (same formula, charge and spin): 841.3 kJ/mol
- Gap between HOMO and LUMO (alpha / beta): 0.3424 / 0.3424 hartree

Last column: natural (NBO) charge in e.
Element x y z (Å)
C -1.64 -0.02 -0.36  -0.223
C 1.30 0.34 0.42  0.369
N -1.42 1.00 0.22  -0.209
O 2.17 0.11 -0.59  -0.243
O 1.32 -0.90 -0.10  -0.271
H -2.55 -0.49 -0.67  0.199
H -0.74 -0.56 -0.44  0.212
H 1.55 0.52 1.52  0.167

Entry 10:
A cluster of 3 separate species, C3H4Cl8 in total, computed with the ωB97M-V functional and the def2-TZVPD basis.

Results
- Molar mass: 323.689 g mol⁻¹
- Total energy: -103355.143 eV
- Charge: 0
- LUMO: 0.0214 Ha
- Maximum force: 0.268 eV Å⁻¹
- Energy relative to the best compared isomer or geometry (same formula, charge and spin): 0.0 kJ/mol
- Gap between HOMO and LUMO: 0.4257 hartree

Last column: natural (NBO) charge in e.
Element x y z (Å)
Cl 2.15 -3.87 -15.09  0.023
C 2.15 -4.90 -16.51  -0.290
Cl 3.13 -4.23 -17.80  0.025
Cl 0.49 -5.17 -17.05  0.006
H 2.55 -5.86 -16.22  0.232
Cl 0.43 -6.83 -12.94  0.031
C 1.75 -7.99 -12.94  -0.290
Cl 2.31 -8.35 -11.32  0.028
Cl 3.08 -7.40 -13.95  -0.003
H 1.38 -8.90 -13.40  0.228
Cl -2.39 -6.89 -15.54  -0.031
C -2.60 -5.20 -15.01  -0.391
Cl -2.19 -4.99 -13.31  -0.018
H -1.95 -4.59 -15.61  0.227
H -3.65 -4.95 -15.14  0.223

Entry 11:
A cluster of 2 separate species, C4H14N2O in total, computed with the ωB97M-V functional and the def2-TZVPD basis.

Results
- Molar mass: 106.169 g mol⁻¹
- Total energy: -9401.906 eV
- Charge: 0
- LUMO: 0.0272 Ha
- Maximum force: 2.576 eV Å⁻¹
- Energy relative to the best compared isomer or geometry (same formula, charge and spin): 164.1 kJ/mol
- Gap between HOMO and LUMO: 0.3645 hartree

Last column: natural (NBO) charge in e.
Element x y z (Å)
N -0.95 2.22 -1.49  -0.828
C 0.49 1.99 -1.20  -0.219
C 0.69 0.89 -0.13  -0.435
C 0.40 -0.53 -0.61  -0.425
C -0.62 -1.30 0.27  -0.223
N -1.98 -0.75 0.30  -0.837
H -1.25 1.63 -2.27  0.342
H -1.48 1.79 -0.74  0.357
H 0.98 1.98 -2.17  0.192
H 0.83 2.93 -0.77  0.183
H -0.07 1.12 0.63  0.213
H 1.66 1.01 0.36  0.204
H -0.06 -0.47 -1.60  0.191
H 1.20 -1.23 -0.88  0.213
H -0.08 -1.14 1.20  0.196
H -0.71 -2.34 -0.03  0.174
H -2.50 -1.27 1.01  0.355
H -2.48 -1.16 -0.50  0.343
O 1.80 -1.98 2.52  -0.932
H 2.33 -2.68 2.20  0.469
H 1.95 -1.24 1.92  0.467

Entry 12:
A cluster of 2 separate species, C2N3O3S in total, computed with the ωB97M-V functional and the def2-TZVPD basis.

Results
- Molar mass: 146.107 g mol⁻¹
- Total energy: -23520.138 eV
- Charge: -1
- LUMO: 0.1145 Ha
- Maximum force: 4.170 eV Å⁻¹
- Energy relative to the best compared isomer or geometry (same formula, charge and spin): 178.9 kJ/mol
- Gap between HOMO and LUMO: 0.3165 hartree

Last column: natural (NBO) charge in e.
Element x y z (Å)
C -0.44 -2.12 -0.90  0.422
C 1.15 2.13 0.10  0.495
N -0.54 -3.08 -1.51  -0.484
N -0.06 -1.01 -0.40  -0.463
N -0.60 -0.43 0.57  0.616
O 2.24 1.80 0.25  -0.485
O -1.66 -0.87 1.05  -0.498
O -0.02 0.58 1.11  -0.522
S -0.08 3.01 -0.26  -0.081

- The highest maximum force belongs to which entry?
  C3H10N3O7Sn2